# H2NO2P

A single H2NO2P molecule in a non-equilibrium geometry (ωB97M-V/def2-TZVPD, the OMol25 dataset).

Summary:
Net charge = 0
E_HOMO (spin up / spin down) = -10.034 / -10.041 eV
SMILES string = O=[N+]([O-])P
Relative energy (zero: lowest compared OMol25 entry of this formula, charge and spin) = 6.936 eV

Geometry (Å):
1 O -1.2429 -1.2064 0.2888
2 N -0.6303 0.2711 -0.0937
3 O -1.3660 1.0938 -0.5666
4 P 0.8526 0.2001 0.6113
5 H 0.8483 -1.2225 0.2247
6 H 1.5384 0.8639 -0.4645